The following is a quantum chemistry calculation of a cluster of 2 separate species, C4H8N2S in total at a distorted geometry, from OMol25.

The lowest unoccupied orbital energy is 0.01604 Eh. Its energy above the lowest of the compared OMol25 structures with the same formula, charge and spin is 2.782 eV. The calculation puts the total energy at -18090.9606 eV.

Geometry as ORCA input:
```
! RIJCOSX wB97M-V def2-TZVPD def2/J DEFGRID3
* xyz 0 1
C 2.8068 0.3243 0.2311
C -0.4369 -1.8014 -0.8611
C -0.1987 -0.2927 -0.6057
C -1.2045 0.4829 0.1940
N 2.7433 0.5300 1.3852
N -1.1542 1.8836 -0.0298
S -2.3732 0.0267 1.3274
H -0.1472 -1.9665 -1.9173
H -0.0536 -2.5007 -0.1399
H -1.5811 -1.9194 -0.7838
H -0.1035 0.2412 -1.4626
H 0.7574 -0.2126 -0.1686
H -1.4871 2.5257 0.7828
H -0.1470 2.1088 -0.2940
H 2.5796 0.5701 2.3423
*
```